{"formula": "C25H31Br2IrN5OSe2", "method": "ωB97M-V/def2-TZVPD", "species": ["Ir", "Br", "C", "C", "C", "Br", "C", "C", "C", "C", "N", "C", "C", "O", "H", "H", "H", "H", "C", "Se", "C", "C", "Se", "C", "H", "H", "H", "H", "H", "H", "H", "H", "H", "H", "C", "C", "C", "C", "C", "C", "H", "H", "H", "H", "H", "C", "N", "C", "N", "C", "N", "C", "N", "C", "C", "H", "H", "H", "H", "H", "H", "H", "H", "H", "H", "H", "H"], "xyz": [[-0.54, -0.37, 0.11], [-5.30, -0.70, 1.78], [-3.97, 0.53, 2.27], [-4.26, 1.54, 3.20], [-3.31, 2.44, 3.58], [-3.75, 3.77, 4.84], [-2.00, 2.38, 3.03], [-0.95, 3.25, 3.37], [0.27, 3.08, 2.80], [0.46, 2.06, 1.87], [-0.49, 1.23, 1.49], [-1.73, 1.37, 2.09], [-2.72, 0.42, 1.69], [-2.42, -0.50, 0.82], [-5.25, 1.59, 3.63], [-1.13, 4.05, 4.09], [1.10, 3.73, 3.05], [1.43, 1.93, 1.43], [-0.93, -2.83, -2.81], [-1.30, -2.41, -0.95], [-0.37, -3.93, -0.11], [-0.67, -3.82, 1.37], [0.24, -2.21, 2.00], [-0.65, -1.91, 3.69], [0.13, -2.83, -3.04], [-1.46, -2.09, -3.41], [-1.35, -3.82, -2.99], [0.70, -3.97, -0.29], [-0.85, -4.79, -0.56], [-0.26, -4.63, 1.97], [-1.75, -3.76, 1.52], [-1.73, -1.87, 3.55], [-0.30, -0.95, 4.07], [-0.37, -2.71, 4.36], [-2.36, 2.39, -3.49], [-1.45, 1.39, -3.79], [-0.92, 0.61, -2.77], [-1.26, 0.79, -1.43], [-2.20, 1.78, -1.16], [-2.73, 2.58, -2.17], [-2.77, 3.01, -4.28], [-1.15, 1.21, -4.81], [-0.24, -0.18, -3.06], [-2.55, 1.98, -0.16], [-3.46, 3.34, -1.91], [1.92, -1.22, -1.71], [1.56, -0.23, -0.64], [1.87, 1.14, -1.22], [3.24, 1.26, -1.64], [3.50, 0.26, -2.67], [3.29, -1.09, -2.16], [4.19, -1.30, -1.03], [3.93, -0.33, 0.04], [2.56, -0.48, 0.46], [4.13, 1.02, -0.50], [1.27, -1.05, -2.56], [1.75, -2.22, -1.31], [1.63, 1.89, -0.49], [1.21, 1.29, -2.08], [4.54, 0.36, -3.01], [2.84, 0.44, -3.52], [5.23, -1.20, -1.37], [4.05, -2.31, -0.63], [2.36, 0.20, 1.29], [2.41, -1.50, 0.82], [5.16, 1.13, -0.82], [3.93, 1.76, 0.28]], "lowdin_charge": [0.9802, 0.8324, -0.6030, -0.1475, -0.6227, 0.8172, -0.1780, -0.0026, -0.0145, -0.1011, -0.0186, -0.1562, -0.4497, -0.3352, 0.1048, 0.0892, 0.1193, 0.0796, -0.3091, 1.0427, -0.4857, -0.4985, 1.0098, -0.3205, 0.0288, 0.0324, 0.0418, 0.0700, 0.0836, 0.0819, 0.0832, 0.0387, 0.0310, 0.0347, -0.0823, -0.0802, -0.1752, -0.2948, -0.0951, -0.0704, 0.1070, 0.1081, 0.0565, 0.0869, 0.1093, -0.1893, -0.1834, -0.1530, -0.0749, -0.1420, -0.0725, -0.1456, -0.0764, -0.2199, -0.1448, 0.0900, 0.1073, 0.1048, 0.1097, 0.1347, 0.1369, 0.1347, 0.1334, 0.1059, 0.0495, 0.1346, 0.1321], "multiplicity": 1, "charge": 1, "energy_ha": -11375.31146, "lumo_energy_ev": -3.12, "homo_ev": -10.30, "e_above_lowest_kj_mol": 25.4}

{"formula": "C40H40N6O3PS2Ti", "method": "ωB97M-V/def2-TZVPD", "species": ["Ti", "N", "C", "C", "C", "N", "H", "H", "H", "H", "H", "H", "H", "H", "H", "H", "O", "S", "O", "O", "C", "C", "C", "C", "C", "C", "P", "C", "C", "C", "C", "C", "C", "C", "C", "C", "C", "C", "C", "H", "H", "H", "H", "H", "H", "H", "H", "H", "H", "H", "H", "H", "H", "C", "C", "C", "C", "C", "C", "C", "C", "S", "C", "N", "C", "C", "C", "C", "C", "C", "C", "C", "H", "H", "H", "H", "H", "H", "H", "H", "H", "H", "H", "H", "H", "H", "H", "H", "N", "C", "N", "C", "N"], "xyz": [[0.26, 0.91, -0.51], [0.10, 3.06, 0.19], [-0.81, 3.49, 1.27], [-2.24, 2.99, 1.09], [-2.45, 1.55, 1.55], [-1.79, 0.59, 0.65], [1.04, 3.36, 0.42], [-0.16, 3.51, -0.68], [-0.82, 4.58, 1.34], [-0.41, 3.11, 2.21], [-2.53, 3.08, 0.04], [-2.90, 3.63, 1.67], [-3.52, 1.35, 1.61], [-2.05, 1.43, 2.56], [-2.32, 0.63, -0.23], [-1.93, -0.35, 1.00], [-3.15, 1.10, -1.82], [-2.12, 1.75, -2.61], [-2.43, 3.09, -3.04], [-0.82, 1.72, -1.87], [-1.88, 0.73, -4.05], [-2.42, 1.21, -5.23], [-2.36, 0.45, -6.38], [-1.76, -0.80, -6.33], [-1.21, -1.27, -5.15], [-1.25, -0.52, -3.98], [-0.46, -1.07, -2.39], [0.74, -2.32, -3.02], [2.06, -1.91, -3.17], [3.01, -2.76, -3.73], [2.64, -4.03, -4.13], [1.33, -4.46, -3.95], [0.39, -3.61, -3.40], [-1.78, -2.17, -1.73], [-3.13, -1.99, -2.02], [-4.10, -2.80, -1.44], [-3.72, -3.80, -0.55], [-2.38, -3.99, -0.25], [-1.42, -3.18, -0.84], [-2.89, 2.19, -5.22], [-2.78, 0.82, -7.31], [-1.70, -1.41, -7.23], [-0.75, -2.25, -5.14], [2.35, -0.93, -2.82], [4.03, -2.43, -3.84], [3.37, -4.70, -4.58], [1.04, -5.46, -4.24], [-0.63, -3.97, -3.26], [-3.44, -1.21, -2.70], [-5.14, -2.65, -1.68], [-4.48, -4.42, -0.09], [-2.08, -4.77, 0.44], [-0.37, -3.34, -0.60], [0.34, -0.21, 6.87], [0.19, 0.91, 5.84], [-1.22, 0.87, 5.26], [0.37, 2.27, 6.55], [1.26, 0.81, 4.75], [2.61, 0.71, 5.14], [3.64, 0.72, 4.23], [3.32, 0.87, 2.89], [4.40, 0.97, 1.53], [3.02, 1.15, 0.48], [1.86, 1.13, 1.09], [2.00, 0.95, 2.45], [0.97, 0.91, 3.40], [3.13, 1.30, -0.95], [4.36, 1.43, -1.61], [4.39, 1.64, -2.97], [3.19, 1.72, -3.68], [1.98, 1.54, -3.03], [1.90, 1.31, -1.65], [-0.49, -0.15, 7.58], [1.26, -0.12, 7.45], [0.32, -1.19, 6.40], [-1.94, 0.90, 6.07], [-1.39, -0.05, 4.69], [-1.41, 1.73, 4.61], [-0.38, 2.37, 7.33], [0.25, 3.09, 5.84], [1.36, 2.35, 7.01], [2.85, 0.61, 6.19], [4.67, 0.64, 4.55], [-0.05, 0.98, 3.05], [5.29, 1.37, -1.05], [5.33, 1.74, -3.49], [3.21, 1.92, -4.75], [1.07, 1.58, -3.61], [0.63, -0.96, 0.16], [0.28, -1.57, 1.11], [-0.24, -2.29, 1.98], [-0.07, -2.67, 3.21], [-0.02, -3.05, 4.30]], "lowdin_charge": [0.8289, -0.0274, -0.2080, -0.1610, -0.2194, 0.0012, 0.0985, 0.0985, 0.1168, 0.1037, 0.1048, 0.1182, 0.1235, 0.0788, 0.0327, 0.0867, -0.3061, 0.5193, -0.2766, -0.5112, -0.2698, -0.0499, -0.0613, -0.0605, -0.0553, -0.2931, 1.1349, -0.3394, -0.0699, -0.0694, -0.0823, -0.0767, -0.1062, -0.3438, -0.0829, -0.0736, -0.0840, -0.0750, -0.1327, 0.1141, 0.1086, 0.1080, 0.0962, 0.0775, 0.1051, 0.1027, 0.1047, 0.1088, 0.0926, 0.1051, 0.1023, 0.1078, 0.0977, -0.0427, -0.5507, -0.0603, -0.0425, -0.1563, -0.0222, -0.0667, -0.4555, 1.1399, -0.5071, -0.0091, -0.2718, 0.0385, -0.2571, -0.0540, -0.0852, -0.0767, -0.1184, -0.2050, 0.0859, 0.0751, 0.0706, 0.0893, 0.0870, 0.0685, 0.0867, 0.0872, 0.0805, 0.1114, 0.1126, 0.0829, 0.0916, 0.1021, 0.1049, 0.0932, 0.0084, -0.3386, 0.1222, -0.3716, 0.1107], "multiplicity": 2, "energy_ha": -4089.86481, "lumo_energy_ev": [-0.18, -0.32], "homo_ev": [-7.41, -8.41]}

{"formula": "C4H5NO", "method": "ωB97M-V/def2-TZVPD", "species": ["N", "C", "C", "C", "C", "O", "H", "H", "H", "H", "H"], "xyz": [[0.24, -0.72, -1.98], [0.05, -0.14, -0.87], [0.13, -0.67, 0.49], [-0.04, -0.04, 1.59], [-0.35, 1.28, 0.94], [-0.28, 1.16, -0.59], [0.11, -0.08, -2.76], [0.18, -2.34, 0.38], [0.93, -2.12, 0.42], [0.38, 2.05, 1.21], [-1.36, 1.63, 1.16]], "lowdin_charge": [0.1415, -0.5030, -0.1286, 0.0107, -0.1437, -0.0282, 0.0642, 0.1761, 0.1719, 0.1197, 0.1195], "multiplicity": 1, "energy_ha": -285.18641, "lumo_energy_ev": -0.15, "homo_ev": -9.83, "e_above_lowest_kj_mol": 599.1}